Record 1
{"formula": "C33H25BrIN8OTc", "method": "ωB97M-V/def2-TZVPD", "e_lumo_ev": -14.857, "e_above_lowest_kcal_mol": 6.0, "spin_multiplicity": 1, "energy_ev": -128892.9978, "charge": 4, "elements": ["C", "C", "H", "C", "N", "H", "H", "H", "H", "H", "C", "C", "H", "H", "C", "C", "C", "H", "N", "H", "H", "O", "H", "H", "C", "C", "N", "C", "H", "N", "C", "C", "C", "C", "N", "C", "C", "C", "H", "C", "C", "H", "C", "C", "Tc", "H", "N", "C", "H", "H", "C", "Br", "C", "H", "N", "H", "C", "C", "C", "C", "H", "C", "I", "H", "C", "C", "C", "N", "H", "H"], "positions_angstrom": [[6.94206, 0.55597, -0.11079], [-3.48947, 2.88501, -1.98580], [-5.13725, 4.20862, -1.65299], [-1.74877, 2.94321, -0.31918], [-3.12087, 0.32895, 1.92486], [6.97897, -0.82202, -1.74417], [4.49756, -2.91424, -1.23059], [-3.64738, 0.64487, -0.07881], [-0.91717, -2.01222, 1.66101], [3.25107, -0.63863, 0.35409], [-2.44402, 3.90905, 0.38647], [6.19639, 1.10116, 0.90196], [-1.71001, -1.56808, 4.17615], [-4.67102, -2.55832, -2.12397], [-3.66483, 4.36206, -0.09779], [-0.90481, 0.43188, 4.31596], [-2.47026, -3.23192, -4.66913], [0.47753, -0.03815, 2.75651], [3.59262, 2.34127, 3.85340], [-1.43108, -3.08771, -4.93400], [-2.02676, 1.15062, 6.01794], [2.82808, 0.81882, 2.38053], [1.13741, -0.15559, -4.05175], [-5.32495, -4.61327, -5.81464], [0.27614, 0.54517, 3.64474], [-5.14943, -3.60418, -3.93200], [-2.10021, -0.81843, 0.30304], [4.83965, 0.65702, 1.07239], [-2.96914, -4.28192, -6.46116], [0.97765, -1.48027, -2.33902], [1.97170, -2.06685, -1.67338], [4.27643, -0.32944, 0.19654], [-2.26871, 2.43083, -1.50202], [-3.32681, -3.89840, -5.51589], [-2.22702, -0.53434, 2.45095], [1.06809, 2.24795, 5.29170], [4.49337, -1.94350, -1.72864], [-4.65859, -4.08361, -5.14602], [-3.88763, 2.50150, -2.91597], [-0.12534, 2.12636, 5.95084], [-2.09021, -2.07959, -2.56323], [-6.18523, -3.76352, -3.66688], [1.28869, 1.44602, 4.11830], [1.63207, -0.73189, -3.28710], [-1.01848, -1.29858, -1.50400], [-0.32650, 2.71100, 6.83852], [2.92909, -0.81418, -3.20343], [6.36981, -0.40662, -0.94720], [-2.03227, 4.31825, 1.29834], [1.87825, -2.79287, -0.87942], [-1.63168, -1.22203, 1.48347], [-0.08970, 2.33646, 0.39703], [2.49540, 1.52987, 3.47862], [1.84100, 2.92392, 5.63560], [4.53119, 2.13117, 3.05057], [-2.93241, -0.31633, 4.36626], [4.10079, 1.17314, 2.10259], [-4.30991, -2.93114, -3.07333], [5.02990, -0.86280, -0.80365], [-1.98370, -0.55180, 3.88841], [5.10888, -2.02547, -2.62246], [-3.03664, 0.12497, 0.63993], [-1.21837, 1.07384, -2.69227], [6.60713, 1.84803, 1.56995], [-1.09109, 1.23270, 5.47331], [-4.18903, 3.85106, -1.27549], [-2.95907, -2.73943, -3.43899], [3.13422, -1.66382, -2.17512], [-4.20207, 5.12538, 0.44864], [7.96673, 0.86504, -0.26828]]}

***

Record 2
{"formula": "C30H47GeN6NaO2SSi3", "method": "ωB97M-V/def2-TZVPD", "e_lumo_ev": [2.233, 2.227], "spin_multiplicity": 2, "energy_ev": -140314.5850, "charge": -1, "s2": 0.77, "elements": ["H", "H", "N", "C", "Si", "C", "S", "H", "H", "H", "H", "O", "C", "H", "C", "H", "O", "H", "C", "H", "H", "H", "Ge", "H", "H", "C", "C", "C", "Si", "H", "H", "C", "C", "C", "C", "H", "N", "H", "C", "H", "H", "H", "C", "H", "H", "Si", "H", "H", "H", "H", "C", "C", "C", "H", "H", "C", "H", "N", "C", "H", "H", "H", "N", "C", "N", "C", "C", "C", "C", "H", "H", "H", "H", "H", "H", "C", "H", "N", "H", "H", "H", "C", "C", "C", "H", "C", "C", "H", "H", "H", "Na"], "positions_angstrom": [[3.95486, 1.24416, -5.24987], [0.94274, 3.34556, -5.06272], [-1.50199, -4.08710, -0.40356], [3.06565, 3.12914, -0.51647], [2.65113, -2.10845, -2.29259], [-1.86389, -4.66490, -1.53778], [-0.72705, -2.81894, 2.11119], [2.52328, 3.67388, -1.29707], [3.86316, -2.53332, -0.13994], [-1.82947, 4.37813, 4.90758], [2.60809, -0.90626, 1.20443], [0.55818, -3.43046, 1.86294], [3.03126, -2.98941, -0.68659], [5.87758, 2.55923, -2.15860], [-2.32477, 3.61515, 2.93683], [3.83902, 3.78938, -0.10770], [-0.76698, -1.81214, 3.16693], [-5.29693, -6.77361, 4.33375], [-3.15279, -3.76670, 2.91608], [-4.07356, -7.90767, 4.20243], [2.28076, 3.42823, -3.90047], [2.72186, 1.37808, -6.51784], [2.10034, 0.20392, -2.13690], [-0.70812, 0.22993, -4.25969], [3.86634, -1.48790, 3.26686], [0.09123, 0.27079, -5.00889], [4.82731, 0.76087, 0.18864], [-2.33553, -3.96126, -2.63239], [3.81962, 1.54841, -1.18310], [-1.93848, -7.41742, 3.21511], [5.75742, 1.32185, 0.32920], [4.16901, -2.23074, -3.40664], [-1.52415, 3.72665, 4.09656], [2.91608, 0.11801, 4.40681], [-1.62344, -2.74155, -0.31901], [0.63609, 3.12771, -3.32788], [-4.49773, -7.08494, 3.80846], [4.45778, -3.27514, -3.57498], [1.22833, -3.03943, -3.09684], [0.44832, -3.23879, -2.35150], [-5.06283, -4.50673, 3.55404], [3.47868, -0.06075, 5.31688], [-4.03238, -4.75522, 3.32179], [2.15905, -3.01266, -0.02398], [-1.75508, -5.74661, -1.57158], [1.64406, 1.06635, -4.30871], [0.50678, 1.04789, -0.28750], [3.14399, -0.20747, -5.85160], [-2.73551, -1.94262, -3.27421], [4.26963, 0.77141, 1.13037], [2.99662, 0.84768, -5.59940], [-2.27461, -6.38841, 3.13312], [-0.36324, 3.01544, 4.19045], [0.25971, 3.11742, 5.06992], [-0.35853, 0.92304, -1.83300], [0.38172, 0.44021, -1.18790], [-2.62442, -4.44483, -3.55410], [-2.06050, -1.96945, -1.34557], [-1.83967, -4.09344, 2.61615], [-0.27831, 0.82622, -5.87703], [-0.03042, -0.53055, -0.90736], [1.75913, 1.67954, 5.26537], [-1.31939, -2.05206, 0.82436], [1.95943, 1.09538, 4.37724], [1.50602, 0.59582, 2.05244], [0.04448, 2.15457, 3.12640], [1.34223, 2.91515, -4.13886], [5.03125, 1.99157, -2.56277], [-2.39912, -2.58601, -2.46337], [5.02403, -1.70990, -2.95887], [2.35555, 2.89374, 0.28571], [-3.25382, 4.15780, 2.82723], [5.08816, -0.28073, -0.02825], [-2.43106, 2.68320, 1.01090], [-3.47804, -2.73623, 2.83246], [1.18964, 1.30423, 3.19337], [5.42732, 1.09003, -3.04698], [-0.73008, 2.07775, 1.97972], [1.57024, -4.00150, -3.49382], [0.76796, -2.47310, -3.91238], [3.97441, -1.76764, -4.37955], [2.42843, -0.36127, 2.12916], [3.15652, -0.67224, 3.26330], [-3.60138, -6.07668, 3.43735], [4.55024, 2.60093, -3.33714], [-1.39966, -5.40148, 2.71670], [-1.85834, 2.78552, 1.93227], [0.30083, -0.75644, -5.32579], [3.30116, -4.02745, -0.91283], [-0.37306, -5.62892, 2.45777], [-0.49322, -0.20526, 1.73141]]}

***

Record 3
{"formula": "C6H15B", "method": "ωB97M-V/def2-TZVPD", "e_lumo_ev": 0.806, "e_above_lowest_kcal_mol": 30.3, "spin_multiplicity": 1, "energy_ev": -7140.0977, "smiles": "CC(C)BC(C)C", "elements": ["C", "C", "H", "C", "H", "H", "C", "H", "C", "H", "H", "B", "H", "H", "C", "H", "H", "H", "H", "H", "H", "H"], "positions_angstrom": [[0.02407, 1.63497, -1.29975], [-0.53839, -1.09603, 0.87778], [0.19919, 0.35640, 2.29751], [-1.82357, -1.65635, 0.50329], [-0.05784, -1.90927, 1.43583], [-2.31302, -2.13118, 1.32658], [-0.73018, -0.06143, 1.97487], [-0.09210, 1.31066, -2.42012], [1.01712, 0.76710, -0.44474], [2.57611, 1.57920, -1.61649], [3.04774, 0.20830, -0.58917], [0.21590, -0.63048, -0.37582], [-2.64770, -0.88289, 0.12232], [0.11758, -1.12354, -1.43547], [2.33530, 0.60604, -1.25278], [-1.02525, -0.65117, 2.85394], [2.24274, -0.15145, -1.96554], [-0.94076, 1.63526, -0.79601], [0.32840, 2.64973, -1.15077], [-1.45818, 0.66511, 1.80140], [1.17278, 1.37095, 0.41313], [-1.64995, -2.48993, -0.25999]]}